C4H5MgNaO2 | ωB97M-V/def2-TZVPD

CARTESIAN COORDINATES (ANGSTROEM)
1 C -0.262 -0.315 -1.791
2 H 0.478 -1.197 3.157
3 Mg -0.427 1.950 -3.856
4 O 0.216 1.628 1.785
5 H -1.616 -0.690 -0.187
6 H 0.553 -0.735 -2.400
7 Na -1.029 2.247 -0.362
8 O -0.643 0.914 -2.105
9 C 0.689 0.679 2.300
10 C -0.763 -1.051 -0.772
11 C 1.097 -0.552 2.531
12 H -0.438 -2.084 -0.647
13 H 2.145 -0.795 2.348

Calculated values
LUMO   -0.65 eV
Molar mass   132.4 Da
Total energy   -668.22365 hartree
Frontier orbital gap   0.1675 Ha
Spin multiplicity   1

These are the Mulliken partial charges, in e, on atoms 1 to 8: C 0.3099; H 0.2523; Mg -0.1772; O -0.4597; H 0.1997; H 0.2863; Na 0.6748; O -0.6129

***

C37H95Br3N6O6 | ωB97M-V/def2-TZVPD

CARTESIAN COORDINATES (ANGSTROEM)
1 C -0.753 -5.654 -2.422
2 C 3.161 -1.014 -1.657
3 C 5.257 3.847 0.985
4 C -7.395 -3.944 6.628
5 H -0.176 -0.675 -4.627
6 H -7.568 0.080 5.107
7 H -0.322 5.934 -1.874
8 H -0.193 -1.956 3.296
9 H -5.149 1.407 2.441
10 H 5.439 4.356 0.024
11 H -0.190 3.001 1.324
12 H 1.615 -1.828 1.660
13 H 4.484 -0.853 -3.294
14 H 2.373 2.336 0.267
15 H -0.996 3.208 -2.984
16 H -1.338 -0.545 -3.361
17 Br -6.889 -0.930 -0.043
18 N 3.087 3.077 0.230
19 C -0.366 1.345 -3.825
20 H -0.731 -3.593 -1.850
21 H -3.860 3.597 -5.187
22 H 1.798 -0.365 3.861
23 H 1.806 -5.093 2.114
24 H -8.063 -3.112 4.782
25 H 3.560 -1.315 -5.581
26 H -0.985 -4.171 2.824
27 H 3.249 0.048 -1.411
28 C 0.206 -6.723 -2.915
29 C 3.484 -1.270 -3.104
30 C -7.745 -2.728 5.758
31 C 2.532 -1.108 3.517
32 H 5.887 1.144 0.501
33 H 1.153 -6.756 -2.381
34 H 3.472 -2.349 -3.308
35 H -6.746 -4.608 6.045
36 C -0.086 0.872 1.117
37 H 0.016 -3.718 1.449
38 O 1.060 -4.453 -1.346
39 H 0.077 4.333 -1.218
40 H -2.211 -6.325 -3.692
41 H -4.884 -0.581 3.848
42 N 0.622 1.183 -2.752
43 O 2.551 -0.608 -3.922
44 H 2.151 -0.319 -5.921
45 H 8.257 4.267 2.153
46 C -0.965 -0.323 0.813
47 C 0.493 5.285 -1.537
48 H 0.708 1.122 -0.752
49 H 4.090 -1.348 0.238
50 H -1.713 0.079 -4.997
51 H 0.341 0.746 2.121
52 H 1.183 -0.850 -1.984
53 H 3.589 -0.787 5.356
54 H 2.925 8.192 -4.610
55 H 2.540 -3.006 2.528
56 H 4.153 -2.220 4.484
57 H 2.568 -2.218 5.353
58 H 6.946 5.464 2.159
59 C -0.010 -4.326 -2.241
60 C 4.969 1.502 0.030
61 H 3.695 0.402 -5.328
62 C -6.600 -1.779 5.593
63 H -6.292 -1.330 6.546
64 H -3.329 -1.578 0.821
65 H 3.680 -2.815 -0.627
66 H -8.630 -2.232 6.174
67 C 1.844 -2.167 2.677
68 C -5.674 0.119 4.134
69 H -6.864 -3.645 7.531
70 H 4.308 0.629 0.099
71 H 1.053 2.111 -2.641
72 H 0.837 5.088 -3.616
73 H 1.549 0.043 0.123
74 N 2.138 3.809 -2.565
75 C 0.573 -2.747 3.276
76 H -1.214 -5.976 -1.482
77 H -3.339 -1.742 2.537
78 C 2.579 8.434 -3.597
79 O -1.847 -0.544 1.880
80 H 0.943 5.831 -0.705
81 H -7.434 -1.034 3.764
82 H 3.457 8.593 -2.954
83 H 0.422 -6.087 2.263
84 H 3.007 6.388 -1.863
85 H -3.022 4.391 -3.787
86 C -2.658 -1.671 1.691
87 O 6.410 3.534 1.700
88 C -0.944 0.000 -4.230
89 H 3.191 -0.514 2.871
90 C -3.283 3.445 -4.280
91 H -0.344 -1.220 0.654
92 Br -4.213 0.307 -1.105
93 N 1.046 0.925 0.196
94 H 0.353 -3.319 0.247
95 H -5.720 -2.345 5.253
96 H 2.710 3.777 0.872
97 H 7.615 4.807 0.615
98 H -1.495 -0.130 -0.138
99 H 3.176 6.046 -3.581
100 H 5.111 1.719 -1.029
101 N -1.773 -5.432 -3.476
102 C 0.891 -5.207 2.705
103 C 7.340 4.575 1.651
104 H 4.184 2.267 1.836
105 H 1.681 -4.384 0.558
106 H 1.325 0.539 -3.110
107 H -6.405 1.423 -0.748
108 H -6.570 1.961 3.427
109 Br -6.776 0.326 -2.942
110 H -2.532 -4.881 -3.077
111 H 5.065 -1.862 -1.196
112 H 1.137 -5.360 3.754
113 C -6.015 1.111 3.028
114 H -3.938 2.886 -3.587
115 C 2.430 6.236 -2.790
116 H -0.249 -7.722 -2.842
117 H 0.359 -4.045 -3.225
118 C 4.378 2.640 0.816
119 H -1.705 2.154 1.722
120 H 2.004 9.358 -3.645
121 H -2.161 1.916 -2.682
122 O -2.141 2.687 -4.585
123 N 1.756 -1.338 -1.292
124 H -8.264 -4.563 6.847
125 C 3.273 -1.640 4.755
126 H 2.637 3.780 -1.663
127 C -1.444 2.297 -3.422
128 C 0.040 -3.943 2.523
129 C 1.458 5.102 -2.717
130 O 1.737 7.452 -3.064
131 H 1.556 -2.318 -1.497
132 H -6.729 0.613 2.361
133 C -6.133 0.455 -1.136
134 H -5.270 0.678 4.989
135 C 2.990 -0.436 -5.240
136 C -6.885 -0.634 4.631
137 H -1.219 2.339 0.028
138 C 4.071 -1.803 -0.749
139 H -2.070 -2.579 1.526
140 H 2.846 3.676 -3.285
141 H 4.664 4.588 1.560
142 C -0.849 2.178 1.047
143 C 0.735 -4.318 0.014
144 H 0.425 -6.651 -3.986
145 H 0.656 -2.964 4.350
146 H 0.101 1.721 -4.751
147 H 0.125 -5.149 0.377

Calculated values
LUMO   0.04 eV
Molar mass   959.9 Da
Total energy   -9968.59709 hartree
Frontier orbital gap   0.3061 Ha
Energy above the lowest of the compared OMol25 structures with the same formula, charge and spin   0.00 kcal per mole
Spin multiplicity   1

These are the Mulliken partial charges, in e, on atoms 1 to 8: C 0.7342; C 1.7046; C -1.0497; C -1.2945; H 0.1907; H 0.2717; H 0.3799; H -0.0216

***

C4H8O | ωB97M-V/def2-TZVPD

CARTESIAN COORDINATES (ANGSTROEM)
1 C 0.274 0.609 0.931
2 H -1.881 -0.585 -0.097
3 H 1.201 -1.234 -1.880
4 H -0.985 -2.120 0.467
5 O -0.738 1.537 0.562
6 C -0.963 -1.248 -0.308
7 H 1.244 1.016 1.119
8 C 1.369 -0.571 -0.998
9 H -0.134 0.179 1.900
10 H -1.067 -1.689 -1.442
11 H 2.240 -0.028 -0.838
12 H -0.620 1.876 -0.367
13 C 0.304 -0.408 -0.185

Calculated values
LUMO   0.92 eV
Molar mass   72.1 Da
Total energy   -232.39243 hartree
Frontier orbital gap   0.3862 Ha
SMILES string   C=C(C)CO
Energy above the lowest of the compared OMol25 structures with the same formula, charge and spin   33.39 kcal per mole
Spin multiplicity   1

These are the Mulliken partial charges, in e, on atoms 1 to 8: C -0.4898; H 0.2580; H 0.2341; H 0.2259; O -0.5441; C -0.9528; H 0.3322; C -0.9279

***

C3H9N3O2 | ωB97M-V/def2-TZVPD

CARTESIAN COORDINATES (ANGSTROEM)
1 N -0.459 2.324 1.404
2 O 3.399 1.084 0.417
3 C 0.798 -1.134 -0.153
4 N 1.738 -0.561 0.481
5 H 0.008 -1.504 1.703
6 H -0.147 -1.792 -2.199
7 H -1.483 2.499 1.663
8 H -0.530 -2.710 0.298
9 H 1.484 -1.948 -1.824
10 C -0.341 -1.594 0.678
11 O 3.500 -0.344 -1.242
12 C 0.701 -1.347 -1.636
13 N 3.085 0.190 -0.285
14 H -1.348 -1.187 0.678
15 H 0.935 -0.331 -2.174
16 H -0.221 1.358 1.262
17 H 0.175 2.992 1.774

Calculated values
LUMO   0.50 eV
Molar mass   119.1 Da
Total energy   -434.26173 hartree
Frontier orbital gap   0.3620 Ha
SMILES string   CC(C)=N[N+](=O)[O-].N
Energy above the lowest of the compared OMol25 structures with the same formula, charge and spin   165.94 kcal per mole
Spin multiplicity   1

These are the Mulliken partial charges, in e, on atoms 1 to 8: N -0.5790; O -0.4964; C 1.0598; N -0.5768; H 0.3840; H 0.3326; H 0.1934; H 0.2962

***

C19H18F5GeNO4PdSSe | ωB97M-V/def2-TZVPD

CARTESIAN COORDINATES (ANGSTROEM)
1 C 2.635 -0.235 0.602
2 H -0.654 5.332 -0.657
3 H 0.007 2.429 -2.295
4 H 0.946 2.566 2.152
5 H -3.512 -5.605 -1.208
6 H -2.054 4.483 -1.344
7 C 0.566 2.443 -1.358
8 H 1.022 1.464 -1.230
9 H 1.351 3.200 -1.413
10 C 2.818 -1.344 -0.212
11 H -2.410 0.982 -0.193
12 S -0.558 -0.940 -1.818
13 F 4.614 2.161 -1.293
14 C -2.517 -3.941 -0.297
15 F 2.243 -2.513 0.068
16 C -1.789 -3.245 -2.939
17 O -1.605 1.017 3.788
18 C -1.984 1.614 0.579
19 H -2.882 -4.994 -3.506
20 H -2.685 1.899 1.361
21 F 3.742 -2.369 -2.124
22 C -2.910 -4.722 -1.376
23 C -2.552 -4.376 -2.680
24 H -1.516 -2.966 -3.949
25 H -0.554 -1.703 3.835
26 C 4.198 -0.111 -1.715
27 H 0.843 -0.909 4.575
28 H -2.792 -4.188 0.721
29 C 4.031 1.014 -0.934
30 H -2.087 5.020 0.349
31 Se 1.708 -0.403 2.252
32 Ge -0.617 2.942 0.079
33 C -1.453 4.618 -0.443
34 H -0.748 -0.838 5.413
35 C -1.752 -2.822 -0.557
36 F 4.944 -0.053 -2.817
37 H -0.394 3.671 2.513
38 O 0.745 -1.045 -2.404
39 C 0.326 3.365 1.750
40 C -0.237 -0.862 4.453
41 C -1.397 -2.494 -1.849
42 Pd -0.603 0.507 1.659
43 C -0.670 0.315 3.663
44 C 3.264 0.940 0.210
45 F 3.147 2.063 0.927
46 O -1.615 -1.714 1.585
47 O -1.452 0.073 -2.325
48 H 0.995 4.201 1.533
49 C 3.593 -1.293 -1.354
50 N -0.467 -0.853 -0.175
51 C -1.274 -1.779 0.398

Calculated values
LUMO   -2.00 eV
Molar mass   709.4 Da
Total energy   -6594.15037 hartree
Frontier orbital gap   0.2360 Ha
Energy above the lowest of the compared OMol25 structures with the same formula, charge and spin   21.67 kcal per mole
Spin multiplicity   1

These are the Mulliken partial charges, in e, on atoms 1 to 8: C -0.3331; H 0.3530; H 0.3994; H 0.3371; H 0.3975; H 0.3641; C -0.5356; H -0.4290

***

C5H8N2 | ωB97M-V/def2-TZVPD

CARTESIAN COORDINATES (ANGSTROEM)
1 H -0.517 -0.937 -1.037
2 H 1.165 -1.912 1.267
3 H 1.200 0.684 -1.378
4 N 0.426 -0.042 0.713
5 H 1.740 -1.366 -0.332
6 H -2.147 0.848 0.907
7 N 1.337 1.809 -1.248
8 H 2.371 -0.622 1.160
9 H -2.748 0.257 -0.654
10 C 0.320 0.942 -0.283
11 H -2.443 -0.883 0.663
12 C -0.662 -0.148 -0.294
13 C 1.479 -1.038 0.689
14 C 0.561 2.376 -0.358
15 C -2.081 0.032 0.184

Calculated values
LUMO   0.87 eV
Molar mass   96.1 Da
Total energy   -304.60086 hartree
Frontier orbital gap   0.3610 Ha
Energy above the lowest of the compared OMol25 structures with the same formula, charge and spin   147.24 kcal per mole
Spin multiplicity   1

These are the Mulliken partial charges, in e, on atoms 1 to 8: H 0.4113; H 0.2878; H 0.3728; N -0.2911; H 0.3256; H 0.3548; N -0.2524; H 0.2809